Entry 1:
# C4H12IN2

An isolated ion of composition C4H12IN2 and charge +1 at a distorted geometry (wB97M-V/def2-TZVPD, the Open Molecules 2025 dataset).

The geometry in XYZ format:
```
19
Properties=species:S:1:pos:R:3:forces:R:3:lowdin_charge:R:1
C -0.82160 -1.53601 0.79075 0.79 1.58 -1.96 -0.145
C 1.01228 0.50804 -1.09612 -2.19 0.93 -0.09 -0.183
C -0.41449 0.80378 -0.40723 0.91 -3.19 -0.63 -0.327
C -1.30413 -0.61885 -0.32311 1.10 1.67 -1.50 -0.747
N 1.98463 -0.04543 -0.12560 -1.53 -2.65 -1.22 0.012
N -0.03777 1.21629 0.95383 -1.24 -0.19 0.11 0.165
I -3.37131 -0.08200 -0.06745 0.34 -0.09 -0.10 0.891
H 0.20415 -1.72185 0.43656 0.04 -0.13 1.10 0.073
H -0.93180 -0.89691 1.66168 0.27 -1.18 0.78 0.067
H -1.30800 -2.47991 0.75337 -0.73 -0.53 0.58 0.081
H 1.32196 1.49939 -1.39819 0.48 0.11 -0.28 0.115
H 0.59233 0.00372 -2.00482 1.69 -0.32 0.52 0.132
H -0.95024 1.47217 -1.03043 -0.49 1.00 -0.08 0.107
H -1.10540 -1.06772 -1.34845 -0.80 0.50 1.23 0.100
H 2.91683 0.31447 -0.21719 0.24 0.35 -0.22 0.094
H 2.05079 -1.09858 -0.27155 0.10 1.88 0.45 0.128
H 0.29895 2.16228 1.14780 0.30 -0.15 -0.60 0.185
H 0.71660 0.46971 0.99582 0.63 0.69 1.44 0.119
H -0.85379 1.09739 1.55034 0.09 -0.27 0.47 0.135
```
Positions in Å, forces in eV/Å.

## Properties
Energy above the lowest of the compared OMol25 structures with the same formula, charge and spin (eV): 1.111
Total energy (eV): -15415.9689
HOMO-LUMO gap (eV): 9.92
Net charge: +1
HOMO (eV): -13.1
SMILES: C[C@@H](I)[C@@H]([NH3+])CN

=====

Entry 2:
# C4H9N2

An isolated ion of composition C4H9N2 and charge +1 at a distorted geometry (wB97M-V/def2-TZVPD, the Open Molecules 2025 dataset).

The geometry in XYZ format:
```
15
Properties=species:S:1:pos:R:3:forces:R:3:lowdin_charge:R:1
C 1.19790 0.21032 0.35256 -0.59 -0.64 -0.25 -0.127
C -1.76862 0.07507 0.28135 2.87 -0.30 -0.53 0.227
C -1.00816 1.23087 0.86519 0.24 0.68 -3.09 -0.173
C 0.91680 -1.48357 -1.36973 3.51 -2.20 -3.16 -0.123
N 0.63363 -0.70868 -0.33393 -3.22 3.26 3.16 0.044
N 0.48514 1.17073 0.93110 -1.00 -1.15 -0.29 0.064
H 2.25772 0.05023 0.46977 0.55 0.85 0.33 0.171
H -1.94561 -0.71808 0.97930 -0.36 -0.50 -0.01 0.080
H -2.19060 0.02088 -0.72944 0.10 0.35 0.59 0.098
H -1.15434 2.15434 0.25036 -0.57 -0.62 0.83 0.148
H -1.29103 1.30250 1.86862 -0.77 0.59 1.52 0.108
H 0.23067 -2.27297 -1.45187 -0.41 -1.74 0.39 0.082
H 0.83930 -1.06458 -2.36162 -0.04 1.10 -0.29 0.100
H 2.04432 -1.80567 -1.35774 -1.82 -0.01 0.19 0.161
H 0.75288 1.83863 1.60607 1.50 0.33 0.62 0.141
```
Positions in Å, forces in eV/Å.

## Properties
Energy above the lowest of the compared OMol25 structures with the same formula, charge and spin (eV): 4.676
Total energy (eV): -7263.4658
HOMO-LUMO gap (spin up / spin down) (eV): 8.66 / 7.14
Net charge: +1
HOMO (spin up / spin down) (eV): -14.2 / -13.7